No. 1
A molecular structure, C25H32AsIN4O6S7SeTi at a distorted geometry. Source: the Open Molecules 2025 dataset; level of theory: ωB97M-V/def2-TZVPD.

XYZ file:
```
78
Properties=species:S:1:pos:R:3:forces:R:3
Ti -0.36888 -2.09297 -2.05087 2.39 1.43 -2.64
O -3.87398 0.28472 -0.83871 0.58 -0.50 0.15
As -3.06362 -1.34393 -1.01043 -2.88 1.79 0.07
O -4.18420 -2.24347 -1.74297 0.05 -0.56 -0.04
O -1.67736 -0.82271 -1.80191 -0.62 0.67 0.59
C -2.99758 -1.76695 0.88040 0.35 -0.44 -0.10
C -4.03582 -1.33229 1.69129 0.01 0.19 -0.17
C -4.23117 -1.92255 2.93135 0.19 -0.17 0.02
C -3.39863 -2.95718 3.35532 -0.28 0.31 0.04
C -2.33467 -3.36199 2.56949 0.36 -0.26 -0.16
C -2.14138 -2.76565 1.33539 -0.41 0.47 -0.25
S -0.82206 -3.19322 0.24127 0.97 -1.54 1.95
O -1.45287 -3.48678 -1.07788 -0.75 -0.47 0.53
O -0.09598 -4.27539 0.82314 -0.44 0.08 0.06
O -0.06233 -1.94325 0.02934 -0.15 -0.25 -0.08
H -3.71390 0.69514 -1.69908 -0.02 0.15 0.07
H -4.68480 -0.54811 1.32245 -0.07 -0.05 0.06
H -5.05002 -1.59376 3.55840 -0.01 -0.01 0.01
H -3.59757 -3.44878 4.29860 0.09 0.01 0.04
H -1.66316 -4.15273 2.87877 0.01 0.01 0.01
C -3.77568 3.95554 -0.35373 0.14 0.07 0.07
C -2.62852 4.35848 0.56941 -0.08 -0.13 0.08
C -2.34471 3.30357 1.64117 0.10 -0.08 -0.19
C -1.71280 2.01725 1.09371 -0.19 0.36 0.06
N -0.31362 2.21091 0.73802 0.10 -0.21 -0.02
C 0.16522 2.21339 -0.53131 -0.02 0.32 0.10
S -0.77399 2.25976 -1.90381 -0.18 0.12 -0.12
N 1.51628 2.23214 -0.64841 0.14 0.00 0.11
C 2.48102 2.75466 0.29564 0.13 0.09 0.02
C 3.00271 4.12631 -0.14880 -0.22 -0.04 -0.04
C 1.89760 5.16821 -0.32876 0.10 -0.01 0.14
C 1.21912 5.57707 0.97707 0.03 -0.04 -0.15
H -4.04893 4.78205 -1.01200 -0.04 -0.03 -0.03
H -4.65342 3.66272 0.22698 -0.05 0.03 -0.03
H -3.48062 3.11316 -0.97552 -0.03 -0.05 -0.04
H -2.87307 5.30394 1.06514 0.05 0.01 -0.02
H -1.72647 4.51744 -0.02753 0.03 0.06 0.01
H -3.28620 3.03478 2.13149 0.02 0.03 0.08
H -1.67544 3.72458 2.39960 -0.06 -0.05 0.07
H -2.25539 1.67168 0.21571 0.03 -0.12 0.03
H -1.77073 1.23823 1.85755 0.07 -0.07 -0.09
H 0.34894 1.93859 1.44613 -0.03 -0.05 -0.01
H 1.83068 2.20121 -1.60559 -0.11 -0.04 -0.09
H 3.31982 2.05715 0.37600 -0.07 -0.02 0.09
H 2.02909 2.84399 1.28265 0.05 -0.06 0.00
H 3.52342 3.99945 -1.10288 0.07 -0.01 0.03
H 3.73691 4.47755 0.58379 0.04 -0.01 -0.03
H 1.14407 4.77617 -1.01684 0.03 0.05 -0.06
H 2.33967 6.05274 -0.79581 -0.06 0.01 -0.04
H 0.66295 4.74323 1.40701 -0.02 0.01 0.04
H 0.50895 6.38399 0.79173 -0.03 0.01 0.08
H 1.95328 5.92359 1.70888 -0.02 0.01 0.03
Se 3.61292 -3.45386 -3.89622 0.81 -0.03 -0.45
C 2.09738 -3.48047 -3.05881 -0.99 -0.14 0.40
N 1.05774 -3.44248 -2.51253 0.60 -0.66 -0.17
I -1.71791 -2.78855 -4.37231 -0.02 -0.28 -0.26
C 0.52363 -0.71126 -3.31656 -0.17 -0.56 0.38
C 0.93659 0.02751 -4.40769 0.42 0.28 -0.09
C 2.16502 0.66856 -4.29106 -0.47 -0.14 -0.13
C 2.95359 0.45903 -3.16327 0.07 -0.04 0.26
C 2.47686 -0.33565 -2.13386 0.18 0.13 0.18
N 1.24164 -0.82900 -2.22285 0.08 0.44 -0.58
H 0.34705 0.08755 -5.31163 -0.09 -0.02 0.05
H 2.51990 1.30678 -5.09202 0.08 -0.06 -0.03
H 3.95073 0.87590 -3.10036 0.01 -0.04 0.02
H 3.06802 -0.59407 -1.26375 -0.04 -0.01 0.04
C 2.03674 -4.00571 3.73656 0.18 -0.13 -0.02
S 3.73810 -4.53130 3.37322 -0.13 -0.04 -0.04
C 3.47716 -5.32273 1.83711 0.09 -0.12 0.14
C 3.20513 -4.67739 0.66177 0.16 0.06 0.23
S 3.10098 -3.00363 0.43375 0.04 0.25 -0.17
S 2.96313 -5.78520 -0.69776 0.17 -0.21 0.38
C 3.28865 -7.27707 0.11586 -0.01 0.28 0.41
S 3.30591 -8.76391 -0.61233 -0.01 -0.22 -0.15
S 3.58589 -7.06737 1.81089 -0.16 0.12 -0.62
H 2.07440 -3.41353 4.65137 -0.06 0.04 0.00
H 1.40876 -4.88311 3.88161 -0.06 0.03 0.02
H 1.67182 -3.41074 2.90077 0.01 0.05 0.00
```
Positions in Å, forces in eV/Å.

HOMO energy   -1.65 eV
LUMO   3.6601 eV
Calculated total energy   -10214.22714 Eh
Charge   -2
Orbital gap   5.31 eV
Largest force on an atom   3.8 eV/Å

No. 2
A molecular structure, C25H32BCrN7O4 at a distorted geometry. Source: the Open Molecules 2025 dataset; level of theory: ωB97M-V/def2-TZVPD.

XYZ file:
```
70
Properties=species:S:1:pos:R:3:forces:R:3
Cr -0.00014 0.55934 -0.01566 0.00 0.15 -1.26
C 3.25167 -2.43555 -1.16989 -0.09 0.07 0.12
C 3.17880 -0.99121 -0.66801 0.12 -0.03 -0.09
C 4.55555 -0.50264 -0.20842 -0.14 -0.04 0.03
C 2.61987 -0.09332 -1.72976 -0.12 0.10 -0.16
C 3.16329 0.23307 -2.98260 0.09 0.00 0.01
C 2.26241 1.11511 -3.54296 -0.02 -0.07 0.05
N 1.25062 1.28367 -2.67921 0.08 0.09 -0.25
N 1.45977 0.54483 -1.57708 0.56 -0.13 0.05
B 0.00012 2.17370 -2.75672 0.00 -0.25 0.23
N 0.00016 3.09788 -1.51284 0.00 0.21 -0.14
C 0.00020 4.43362 -1.55393 0.00 -0.02 0.11
C 0.00011 4.90627 -0.26155 0.00 -0.03 0.06
C 0.00006 3.76492 0.54867 0.00 0.30 -0.23
N 0.00007 2.66389 -0.22309 0.00 0.38 0.24
C -0.00005 3.82994 2.05158 0.00 -0.26 0.06
C -1.28562 3.24782 2.65363 0.14 0.10 -0.03
C 1.28558 3.24804 2.65379 -0.14 0.10 -0.03
N -1.25052 1.28381 -2.67927 -0.08 0.09 -0.25
C -2.26233 1.11541 -3.54307 0.03 -0.07 0.05
C -3.16330 0.23345 -2.98274 -0.09 0.00 0.01
C -2.61994 -0.09312 -1.72994 0.12 0.11 -0.16
N -1.45979 0.54493 -1.57723 -0.56 -0.13 0.05
C -3.17898 -0.99105 -0.66827 -0.11 -0.03 -0.09
C -4.55560 -0.50229 -0.20850 0.14 -0.04 0.03
C -3.25214 -2.43532 -1.17034 0.08 0.08 0.12
H 3.63240 -3.09194 -0.38515 0.02 -0.02 -0.03
H 2.26299 -2.78819 -1.46612 0.02 0.00 -0.03
H 3.91866 -2.50242 -2.03121 0.00 -0.04 -0.01
H 2.49588 -0.95170 0.18267 -0.04 0.00 0.04
H 5.25847 -0.49965 -1.04324 0.03 0.02 0.02
H 4.49637 0.50803 0.19780 0.03 0.01 -0.04
H 4.94635 -1.16311 0.56757 0.04 0.01 -0.01
H 4.08624 -0.11706 -3.41325 -0.01 0.01 0.01
H 2.27136 1.62565 -4.49163 -0.02 0.01 0.01
H 0.00016 2.82569 -3.75623 0.00 0.08 -0.08
H 0.00027 4.95654 -2.49538 0.00 -0.06 -0.02
H 0.00018 5.93013 0.07104 0.00 -0.01 -0.01
H -0.00010 4.89739 2.28405 0.00 0.02 -0.02
H -1.43944 2.22283 2.33164 -0.05 -0.07 0.02
H -1.23096 3.26774 3.74394 -0.02 -0.01 0.00
H -2.14723 3.84134 2.34486 -0.01 -0.03 -0.01
H 1.43966 2.22308 2.33183 0.05 -0.07 0.02
H 2.14716 3.84174 2.34526 0.01 -0.03 -0.01
H 1.23067 3.26792 3.74409 0.02 -0.01 0.00
H -2.27120 1.62599 -4.49172 0.02 0.01 0.01
H -4.08630 -0.11643 -3.41351 0.01 0.01 0.01
H -2.49598 -0.95178 0.18235 0.04 0.00 0.04
H -5.25856 -0.49906 -1.04329 -0.03 0.01 0.02
H -4.94644 -1.16278 0.56744 -0.04 0.01 -0.01
H -4.49618 0.50834 0.19779 -0.03 0.01 -0.04
H -3.91916 -2.50195 -2.03165 0.00 -0.04 -0.01
H -2.26354 -2.78813 -1.46662 -0.02 0.00 -0.03
H -3.63297 -3.09169 -0.38564 -0.02 -0.02 -0.03
O -0.00006 0.45213 1.87210 0.00 -0.13 1.84
C -0.00011 -0.49829 2.67949 0.00 0.32 -0.17
C -0.00003 -1.86967 2.31851 0.00 -0.36 -0.34
C 0.00005 -2.85124 3.31628 0.00 -0.17 0.18
C 0.00016 -4.18203 2.98059 0.00 0.51 -0.19
C 0.00022 -4.58402 1.63183 0.00 0.12 -0.10
C 0.00014 -3.64621 0.63910 0.00 -0.35 0.02
C 0.00004 -2.25771 0.93116 0.00 0.45 0.14
O 0.00000 -1.40530 -0.01665 0.00 -0.53 -0.07
N 0.00023 -5.18046 4.02505 0.00 -0.37 0.45
O 0.00032 -6.35402 3.69493 0.00 0.13 -0.08
O 0.00016 -4.80220 5.18507 0.00 0.05 -0.14
H -0.00023 -0.23434 3.74110 0.00 -0.10 0.12
H 0.00001 -2.56229 4.35950 0.00 -0.04 0.01
H 0.00031 -5.63886 1.40057 0.00 -0.03 0.01
H 0.00020 -3.93723 -0.40289 0.00 0.01 0.01
```
Positions in Å, forces in eV/Å.

HOMO energy (alpha / beta)   -7.35 / -8.91 eV
2S+1   5
LUMO (alpha / beta)   -0.5705 / -0.7456 eV
Expectation value of S²   6.015
Calculated total energy   -2725.53117 Eh
Orbital gap (alpha / beta)   6.77 / 8.17 eV
Largest force on an atom   1.8 eV/Å

No. 3
A molecular structure, C25H32BF4N2O2PPtSi at a distorted geometry. Source: the Open Molecules 2025 dataset; level of theory: ωB97M-V/def2-TZVPD.

XYZ file:
```
69
Properties=species:S:1:pos:R:3:forces:R:3
Pt -0.18519 0.55166 -0.10360 -0.47 -0.13 0.06
C 2.55600 -3.54715 1.44169 -0.07 -0.02 0.09
C 1.50119 -2.64172 0.86448 0.10 0.46 1.13
O 1.12845 -1.65054 1.50098 0.07 -0.21 -0.36
C 1.02182 -2.96544 -0.45226 -0.93 0.48 -0.71
C -0.04285 -2.34118 -1.04224 0.76 -1.07 -0.22
C -0.25685 -2.37480 -2.51889 -0.14 0.16 -0.02
N -0.93693 -1.58610 -0.32386 0.21 1.26 0.69
N -1.59747 -1.97192 0.70338 -0.06 -0.77 -0.09
C -1.93399 -1.09628 1.68098 0.16 0.22 0.05
O -1.57289 0.10259 1.73024 0.18 -0.09 -0.53
C -2.73717 -1.67788 2.78048 -0.04 -0.06 0.07
C -2.93717 -0.92430 3.93567 0.05 -0.01 -0.12
C -3.64447 -1.45958 4.99736 -0.02 0.02 0.05
C -4.16355 -2.74384 4.90844 -0.01 -0.02 -0.01
C -3.97097 -3.49560 3.75745 -0.03 -0.03 0.01
C -3.25956 -2.96871 2.69342 0.05 0.12 0.00
H 3.51583 -3.31353 0.97659 0.02 -0.02 -0.05
H 2.63416 -3.39120 2.51524 0.01 0.06 -0.03
H 2.31413 -4.58985 1.23786 0.08 -0.03 -0.04
H 1.61975 -3.63816 -1.05088 0.01 0.04 -0.08
H 0.24373 -3.23645 -2.95420 0.03 0.01 0.00
H -1.31862 -2.39464 -2.76068 0.00 -0.04 -0.01
H 0.18372 -1.47503 -2.95979 -0.03 -0.04 -0.03
H -2.52286 0.07381 3.97895 -0.02 0.00 0.05
H -3.79019 -0.88003 5.89945 -0.01 0.02 -0.01
H -4.72085 -3.16067 5.73737 0.01 0.00 0.01
H -4.37372 -4.49782 3.69269 -0.01 0.01 -0.01
H -3.09918 -3.54146 1.79203 0.00 -0.04 0.00
F 1.61796 0.18221 -1.63647 -0.08 -0.03 0.09
B 2.48200 0.25433 -2.83848 -0.04 -0.08 -0.02
F 1.72258 -0.20889 -3.90512 0.03 0.06 0.03
F 3.57253 -0.56690 -2.58513 -0.06 0.07 0.00
F 2.85043 1.58522 -2.99157 0.00 -0.02 0.00
C 1.31601 3.34519 0.99605 -0.06 -0.22 -0.11
P 1.42583 1.55306 1.33797 0.09 0.57 0.06
C 1.09885 1.46701 3.12219 -0.12 -0.22 -0.26
C 3.16312 1.13395 1.11018 -0.06 -0.14 -0.14
C 3.80724 1.56499 -0.04826 -0.12 0.05 0.06
C 5.10502 1.16447 -0.31190 0.03 -0.02 -0.07
C 5.76982 0.33409 0.57747 -0.06 0.03 0.04
C 5.14041 -0.07696 1.74512 0.05 -0.11 0.02
C 3.83722 0.30963 2.00903 -0.12 0.02 0.06
H 1.49521 3.52473 -0.06318 -0.01 0.02 0.01
H 2.03671 3.90627 1.59106 0.03 -0.07 0.03
H 0.30248 3.66893 1.23329 0.00 0.02 -0.03
H 1.87226 2.02415 3.65063 0.00 -0.01 0.02
H 1.08237 0.42910 3.44642 0.00 -0.05 0.04
H 0.11981 1.90541 3.31116 -0.01 -0.01 0.00
H 3.28280 2.17926 -0.76721 0.05 -0.05 -0.08
H 5.57307 1.46837 -1.23775 0.01 0.01 0.00
H 6.77259 -0.00765 0.35748 0.02 0.04 0.00
H 5.65996 -0.72570 2.43962 -0.01 0.03 0.01
H 3.34083 -0.03231 2.90778 0.03 -0.07 0.00
C -2.93827 4.43030 -3.73448 -0.01 -0.21 0.21
Si -3.73313 3.11527 -2.64613 -0.41 0.18 -0.09
C -4.79812 1.97129 -3.70027 0.27 0.05 0.18
C -4.81004 3.89292 -1.30417 0.21 -0.08 -0.19
C -2.42734 2.13216 -1.78256 -0.23 0.19 -0.24
C -1.56612 1.50508 -1.18289 0.65 -0.18 0.49
H -3.69782 4.99456 -4.27889 -0.05 -0.02 0.03
H -2.26929 3.97396 -4.46554 0.00 -0.02 0.00
H -2.35274 5.13661 -3.14407 0.00 -0.01 0.02
H -5.57590 2.53913 -4.21422 0.01 0.05 0.02
H -5.28455 1.21367 -3.08411 0.00 -0.01 0.01
H -4.20012 1.45824 -4.45478 0.01 0.00 -0.01
H -5.61783 4.48780 -1.73506 0.01 0.00 -0.05
H -4.22318 4.54257 -0.65284 0.02 0.00 -0.01
H -5.25825 3.11615 -0.68255 0.01 -0.02 0.00
```
Positions in Å, forces in eV/Å.

HOMO energy (alpha / beta)   -8.31 / -9.12 eV
Relative energy (zero: lowest compared OMol25 entry of this formula, charge and spin)   21.7 kcal per mole
2S+1   5
LUMO (alpha / beta)   0.0926 / -3.1881 eV
Expectation value of S²   6.041
Calculated total energy   -2406.38559 Eh
Orbital gap (alpha / beta)   8.40 / 5.93 eV
Largest force on an atom   1.5 eV/Å